[1]
Entry from the OMol25 dataset: a 6-piece molecular cluster, C34H88N5O11 overall in a non-equilibrium geometry (ωB97M-V/def2-TZVPD).

```
138
C34H88N5O11 ωB97M-V/def2-TZVPD
O 19.98 15.52 11.68
C 19.88 15.58 13.07
C 18.57 16.22 13.38
O 18.62 17.62 12.95
H 20.64 16.20 13.53
H 19.92 14.55 13.51
H 18.49 16.13 14.43
H 17.74 15.72 12.80
C 12.99 20.87 14.10
C 14.35 21.39 14.39
N 15.43 20.34 14.74
C 15.66 19.48 13.56
C 16.67 21.06 15.11
C 17.83 20.30 15.78
C 14.86 19.47 15.83
C 14.62 20.12 17.14
O 13.33 20.76 17.17
C 13.09 21.53 18.31
H 12.87 20.19 13.27
H 12.41 21.72 13.74
H 12.46 20.48 14.95
H 14.39 22.04 15.29
H 14.72 22.03 13.57
H 14.86 18.68 13.53
H 16.63 18.99 13.70
H 15.54 20.10 12.66
H 16.38 21.86 15.83
H 16.97 21.50 14.11
H 17.80 20.39 16.84
H 18.73 20.81 15.46
H 18.00 19.20 15.56
H 15.64 18.66 15.99
H 14.04 18.96 15.51
H 15.38 20.86 17.35
H 14.72 19.34 17.92
H 13.76 21.27 19.14
H 12.14 21.22 18.66
H 13.08 22.60 18.15
C 29.27 16.56 10.97
O 28.16 15.73 11.29
C 28.50 14.32 11.36
C 27.19 13.66 11.81
N 26.70 14.60 12.95
H 27.45 14.89 13.57
H 26.29 15.42 12.47
C 25.57 13.94 13.76
C 24.30 13.82 12.97
O 24.13 15.13 12.43
C 23.32 15.13 11.20
H 29.90 16.01 10.40
H 29.87 17.02 11.74
H 28.97 17.49 10.49
H 29.22 14.28 12.19
H 28.85 13.94 10.44
H 27.33 12.68 12.22
H 26.50 13.63 10.95
H 25.31 14.65 14.58
H 25.98 13.01 14.13
H 23.54 13.73 13.77
H 24.27 13.04 12.16
H 23.63 14.27 10.62
H 23.55 16.00 10.67
H 22.25 15.12 11.38
C 18.92 9.69 13.28
O 18.33 10.95 13.08
C 17.41 10.98 11.95
C 17.46 12.41 11.63
N 18.75 13.01 11.28
H 19.40 14.81 11.37
H 19.46 12.81 11.99
C 19.37 12.41 10.12
C 20.93 12.63 10.09
O 21.62 11.90 11.13
C 21.81 10.55 10.87
H 19.84 9.59 12.64
H 18.27 8.89 13.20
H 19.28 9.74 14.26
H 16.43 10.71 12.40
H 17.69 10.29 11.18
H 17.02 12.93 12.48
H 16.81 12.69 10.76
H 18.96 12.79 9.15
H 19.32 11.33 10.20
H 21.19 13.69 10.20
H 21.32 12.26 9.11
H 22.17 10.09 11.87
H 22.65 10.39 10.19
H 20.92 10.04 10.49
C 12.28 15.91 7.26
O 11.06 15.91 7.95
C 10.15 16.72 7.22
C 8.86 16.67 7.98
N 8.37 15.21 8.08
H 8.95 14.68 8.76
H 7.41 15.15 8.45
C 8.33 14.46 6.76
C 8.24 13.03 7.11
O 9.25 12.73 8.01
C 9.44 11.29 8.20
H 12.91 15.22 7.87
H 12.75 16.86 7.09
H 12.17 15.48 6.28
H 10.12 16.51 6.18
H 10.39 17.78 7.36
H 8.02 17.14 7.55
H 9.04 16.94 9.00
H 9.25 14.69 6.22
H 7.49 14.85 6.18
H 8.25 12.44 6.16
H 7.20 12.77 7.44
H 10.22 11.15 8.98
H 9.77 10.92 7.15
H 8.42 10.92 8.49
C 20.42 15.88 7.81
O 19.28 15.76 8.68
C 18.02 15.50 8.17
C 17.04 16.12 9.17
N 17.49 17.29 9.88
H 18.31 17.78 12.00
H 18.46 17.02 10.02
C 17.53 18.42 8.98
C 17.68 19.73 9.71
O 16.43 20.17 10.35
C 15.64 21.08 9.48
H 20.08 16.32 6.90
H 20.77 14.89 7.47
H 21.23 16.31 8.37
H 17.81 14.44 8.12
H 17.75 15.88 7.19
H 16.81 15.38 9.97
H 16.11 16.33 8.60
H 16.63 18.55 8.37
H 18.41 18.29 8.28
H 18.05 20.47 9.05
H 18.39 19.58 10.61
H 15.41 21.98 10.07
H 14.75 20.52 9.22
H 16.16 21.47 8.64
```

Total charge: +3


[2]
Entry from the OMol25 dataset: a 13-piece molecular cluster, C34H88N7O21 overall in a non-equilibrium geometry (ωB97M-V/def2-TZVPD).

```
150
C34H88N7O21 ωB97M-V/def2-TZVPD
C 0.95 2.22 -1.72
C 1.48 2.24 -0.28
N 0.36 1.89 0.60
C -0.45 2.75 1.34
C -1.33 2.06 2.15
N -1.12 0.70 1.84
C -0.08 0.58 0.93
C -1.72 -0.39 2.56
H 1.62 2.70 -2.42
H 0.14 2.95 -1.72
H 0.76 1.22 -2.12
H 1.82 3.18 0.14
H 2.21 1.43 -0.21
H -0.25 3.80 1.17
H -2.05 2.36 2.90
H 0.38 -0.37 0.68
H -1.51 -0.38 3.63
H -1.51 -1.34 2.06
H -2.81 -0.38 2.55
N -2.44 1.30 5.81
O -3.23 0.96 4.94
O -2.77 1.36 6.98
O -1.34 1.51 5.37
N 2.27 0.89 3.33
O 1.87 -0.28 3.48
O 1.80 1.76 4.05
O 3.01 1.23 2.41
C -3.41 5.19 -2.06
C -1.98 5.36 -2.63
O -1.27 6.48 -2.15
C -0.42 6.32 -1.07
O 0.13 5.27 -0.68
O -0.12 7.55 -0.66
C 0.58 7.76 0.59
H -3.81 4.35 -2.62
H -4.09 6.04 -2.12
H -3.47 4.81 -1.04
H -2.00 5.40 -3.72
H -1.50 4.45 -2.25
H 0.76 8.83 0.55
H 1.55 7.27 0.59
H -0.13 7.54 1.38
C -5.09 -2.42 3.74
O -4.90 -3.76 4.22
C -4.25 -3.83 5.49
C -3.55 -5.21 5.74
N -2.80 -5.13 6.96
C -2.30 -6.40 7.50
C -1.26 -7.11 6.62
O -0.27 -6.22 6.12
C 0.39 -6.94 5.03
H -5.78 -2.54 2.91
H -4.23 -1.79 3.53
H -5.80 -1.87 4.36
H -5.02 -3.69 6.25
H -3.51 -3.03 5.50
H -2.89 -5.42 4.90
H -4.28 -6.02 5.60
H -2.11 -4.42 6.79
H -3.02 -7.19 7.71
H -1.96 -6.24 8.52
H -1.85 -7.66 5.89
H -0.75 -7.86 7.24
H 0.97 -7.80 5.37
H 0.98 -6.26 4.42
H -0.41 -7.31 4.39
C 4.68 1.07 -2.98
O 5.02 1.26 -4.26
C 4.67 2.51 -4.91
C 4.78 2.41 -6.46
N 6.15 2.66 -6.97
C 6.25 2.61 -8.44
C 7.65 2.32 -9.01
O 8.33 1.12 -8.53
C 7.75 -0.13 -8.93
H 3.61 1.14 -2.79
H 5.29 1.62 -2.27
H 4.74 0.00 -2.74
H 5.29 3.37 -4.65
H 3.64 2.77 -4.65
H 4.16 3.20 -6.87
H 4.33 1.48 -6.82
H 6.58 1.84 -6.58
H 5.80 3.52 -8.84
H 5.72 1.78 -8.91
H 8.30 3.19 -8.89
H 7.48 2.19 -10.08
H 7.54 -0.10 -10.00
H 6.82 -0.24 -8.38
H 8.41 -0.98 -8.78
C -4.62 1.00 -0.14
O -4.37 -0.04 -0.95
C -5.00 -1.25 -0.56
C -4.54 -2.36 -1.51
N -3.23 -2.82 -1.00
C -2.72 -3.95 -1.78
C -2.57 -3.64 -3.30
O -1.67 -2.54 -3.57
C -1.78 -1.92 -4.86
H -4.25 0.99 0.89
H -5.71 1.05 -0.06
H -4.34 1.95 -0.59
H -6.09 -1.24 -0.53
H -4.64 -1.61 0.40
H -4.68 -2.04 -2.55
H -5.23 -3.19 -1.38
H -2.72 -2.00 -1.28
H -3.23 -4.88 -1.55
H -1.71 -4.15 -1.40
H -3.51 -3.53 -3.84
H -2.19 -4.59 -3.68
H -2.57 -1.17 -4.82
H -2.17 -2.59 -5.62
H -0.84 -1.51 -5.21
C 1.78 -1.94 -2.84
O 2.09 -0.88 -3.66
H 2.71 -2.50 -2.79
H 1.55 -1.67 -1.81
H 0.97 -2.57 -3.23
H 2.92 -1.08 -4.11
C -0.29 -2.62 5.78
O 0.33 -1.29 5.63
H -1.09 -2.87 5.08
H 0.54 -3.27 5.50
H -0.54 -2.85 6.82
H 0.98 -1.25 4.92
C -1.77 -4.13 2.27
O -0.61 -4.99 2.25
H -1.68 -3.38 3.05
H -1.81 -3.73 1.25
H -2.79 -4.47 2.41
H 0.17 -4.44 2.40
C -3.92 4.86 3.91
O -3.89 4.54 2.54
H -4.18 5.88 4.18
H -4.70 4.18 4.24
H -2.90 4.62 4.22
H -3.70 5.37 2.09
C 4.46 5.27 -1.63
O 3.16 4.62 -1.61
H 4.40 6.35 -1.79
H 4.94 5.01 -0.68
H 5.18 4.91 -2.36
H 2.56 5.21 -1.16
C 3.87 -1.68 0.23
O 4.46 -0.31 0.43
H 3.62 -2.17 1.17
H 2.94 -1.43 -0.28
H 4.47 -2.32 -0.41
H 3.98 -0.04 1.21
```

Total charge: -1


[3]
Entry from the OMol25 dataset: a 10-piece molecular cluster, C34H88O10 overall in a non-equilibrium geometry (ωB97M-V/def2-TZVPD).

```
132
C34H88O10 ωB97M-V/def2-TZVPD
C 29.85 3.02 -0.17
C 29.42 3.91 -1.28
C 28.04 4.51 -1.21
O 30.24 5.03 -0.99
H 29.14 2.22 0.05
H 29.89 3.50 0.81
H 30.86 2.65 -0.35
H 29.68 3.46 -2.24
H 27.74 5.04 -2.11
H 27.94 5.20 -0.37
H 27.33 3.72 -0.95
H 29.74 5.58 -0.37
C 29.45 -1.39 10.76
C 28.60 -0.19 11.23
C 28.27 -0.18 12.73
O 29.40 0.87 10.91
H 30.51 -1.40 11.02
H 29.31 -1.46 9.68
H 29.01 -2.22 11.31
H 27.73 -0.28 10.58
H 29.14 0.12 13.32
H 27.99 -1.18 13.07
H 27.40 0.36 13.10
H 29.64 0.89 9.98
C 26.27 -2.36 -0.35
C 25.24 -2.84 -1.39
O 25.95 -3.19 -2.48
C 25.20 -3.69 -3.63
C 26.19 -4.11 -4.63
H 26.77 -1.51 -0.82
H 25.92 -2.19 0.67
H 27.03 -3.14 -0.32
H 24.67 -3.69 -1.00
H 24.50 -2.08 -1.62
H 24.63 -4.60 -3.43
H 24.73 -2.97 -4.29
H 26.78 -4.91 -4.19
H 26.92 -3.37 -4.93
H 25.78 -4.49 -5.57
C 36.03 -0.03 8.54
C 36.47 0.09 9.97
O 37.75 0.52 10.20
C 38.14 1.76 9.72
C 37.21 2.84 10.25
H 34.96 -0.15 8.36
H 36.34 0.86 7.98
H 36.47 -0.91 8.07
H 35.85 0.88 10.37
H 36.34 -0.83 10.54
H 39.14 1.98 10.08
H 38.29 1.84 8.64
H 36.94 2.66 11.30
H 36.30 3.04 9.69
H 37.82 3.74 10.34
C 26.52 -5.70 4.59
C 25.63 -6.88 4.88
O 26.22 -8.06 5.33
C 25.42 -9.31 5.45
C 26.09 -10.41 4.61
H 26.01 -4.91 4.05
H 26.91 -5.20 5.48
H 27.42 -6.10 4.13
H 25.08 -6.56 5.76
H 24.90 -7.07 4.09
H 25.41 -9.61 6.50
H 24.39 -9.18 5.12
H 27.01 -10.79 5.08
H 26.34 -9.95 3.66
H 25.37 -11.21 4.45
C 20.36 -1.89 3.39
C 21.13 -0.58 3.70
O 21.90 -0.61 4.97
C 22.81 0.41 5.12
C 23.72 0.08 6.27
H 19.56 -2.03 4.11
H 19.83 -1.96 2.45
H 21.01 -2.76 3.48
H 21.81 -0.40 2.86
H 20.49 0.29 3.63
H 23.42 0.59 4.23
H 22.29 1.35 5.31
H 24.13 -0.89 5.98
H 23.31 -0.06 7.27
H 24.47 0.86 6.39
C 34.88 0.92 0.91
C 35.69 1.18 2.17
O 35.04 1.97 3.14
C 35.10 3.42 2.84
C 34.12 4.13 3.81
H 34.58 1.87 0.46
H 35.45 0.39 0.15
H 33.96 0.36 1.12
H 35.82 0.16 2.54
H 36.75 1.34 1.94
H 36.08 3.83 3.08
H 34.96 3.70 1.80
H 33.07 3.82 3.85
H 33.95 5.14 3.45
H 34.49 4.28 4.82
C 31.71 10.32 8.26
C 32.74 9.38 8.92
O 32.08 8.12 9.15
C 32.92 7.21 9.79
C 32.20 5.98 10.13
H 32.00 11.34 8.00
H 31.35 10.01 7.28
H 30.91 10.33 9.00
H 33.60 9.22 8.27
H 33.14 9.69 9.88
H 33.80 7.03 9.17
H 33.26 7.69 10.71
H 31.26 6.16 10.65
H 32.85 5.26 10.61
H 31.92 5.43 9.23
C 30.78 -0.75 5.12
C 29.81 0.42 5.03
O 29.67 1.08 6.28
H 31.78 -0.54 4.77
H 30.41 -1.56 4.49
H 30.92 -1.13 6.13
H 28.93 -0.06 4.60
H 30.21 1.05 4.23
H 29.45 2.01 6.19
C 27.67 6.71 4.36
C 27.65 6.56 5.86
O 28.72 5.70 6.26
H 27.83 5.70 3.97
H 28.56 7.25 4.06
H 26.69 6.89 3.91
H 26.68 6.17 6.15
H 27.80 7.55 6.31
H 29.18 6.30 6.86
```

SMILES: CC(C)O.CC(C)O.CCOCC.CCOCC.CCOCC.CCOCC.CCOCC.CCOCC.CCO.CCO
ΔE to the lowest compared entry with this formula, charge and spin: 29.1 kcal/mol


| no. | total energy (eV) | HOMO energy (eV) |
| --- | --- | --- |
| 1 | -66627.6496 | -14.05 |
| 2 | -90096.5906 | -4.33 |
| 3 | -57151.7199 | -9.26 |